No. 1
An isolated ion of composition C4H11N3 and charge +2 at a distorted geometry. Source: OMol25; level of theory: ωB97M-V with the def2-TZVPD basis set.

## Properties
HOMO level: -18.0 eV
E: -8775.8761 eV
Gap between HOMO and LUMO: 0.2755 Ha
Energy above the lowest of the compared OMol25 structures with the same formula, charge and spin: 313.13 kJ/mol
SMILES: C/[NH+]=C(C)\[NH+]=C\N
Total charge: +2

CARTESIAN COORDINATES (ANGSTROEM)
C: 0.5465 0.6579 1.7176
C: -0.7308 0.0278 -0.1509
C: -1.9934 -0.0613 0.5051
C: 0.7085 -0.6283 -2.3542
N: 1.6598 0.7848 2.3751
N: 0.4712 0.2488 0.4273
N: -0.5498 -0.3822 -1.8351
H: -0.2905 1.2346 2.1294
H: -2.4041 -1.0661 0.3009
H: -2.1195 0.1903 1.5855
H: -2.8194 0.3241 -0.0185
H: 0.7260 -0.4401 -3.4388
H: 1.0055 -1.7498 -2.3300
H: 1.5644 -0.1714 -1.7614
H: 1.8041 1.4602 3.0566
H: 2.5577 0.2496 2.2006
H: 1.2852 -0.1051 -0.1006
H: -1.4212 -0.5738 -2.3088


No. 2
A 2-piece molecular cluster, C5H16NO2 overall at a distorted geometry. Source: OMol25; level of theory: ωB97M-V with the def2-TZVPD basis set.

## Properties
HOMO level: -14.1 eV
E: -11021.4494 eV
Gap between HOMO and LUMO: 0.3969 Ha
Energy above the lowest of the compared OMol25 structures with the same formula, charge and spin: 234.56 kJ/mol
Total charge: +1

CARTESIAN COORDINATES (ANGSTROEM)
C: 0.0804 2.0323 -1.7826
C: 0.0000 1.4442 -0.3917
C: -1.0439 0.2280 -0.3179
C: -1.0504 -0.6187 0.9570
C: -1.1735 0.2297 2.2412
O: 0.1602 0.6370 2.4808
N: 1.3452 0.7893 -0.2041
H: -0.3413 1.4967 -2.4997
H: 1.0387 2.5816 -1.9563
H: -0.6589 2.8680 -1.9039
H: -0.1609 2.2074 0.4418
H: -0.9232 -0.4546 -1.1812
H: -2.0275 0.7549 -0.5225
H: -0.5564 -1.5540 1.1560
H: -2.0607 -0.9772 0.7713
H: -1.8799 1.0793 2.2188
H: -1.6497 -0.3807 3.0539
H: 0.1271 0.9844 3.3183
H: 1.4062 0.2079 0.7070
H: 2.0608 1.4447 -0.2145
H: 1.3840 0.0797 -0.9762
H: 0.6863 -4.3171 -3.1960
H: 1.3178 -3.3580 -2.0379
O: 1.3330 -4.1472 -2.4791


No. 3
A 2-piece molecular cluster, C2H4N2S overall at a distorted geometry. Source: OMol25; level of theory: ωB97M-V with the def2-TZVPD basis set.

## Properties
Spin multiplicity: 3
HOMO level (alpha / beta): -9.0 / -10.4 eV
E: -15948.0526 eV
Gap between HOMO and LUMO (alpha / beta): 0.3466 / 0.2495 Ha
Energy above the lowest of the compared OMol25 structures with the same formula, charge and spin: 306.92 kJ/mol

CARTESIAN COORDINATES (ANGSTROEM)
C: -0.5742 1.5837 1.1708
C: -0.4584 -0.4597 -1.0793
N: -0.0536 2.5521 1.4370
N: -0.1755 -0.7820 0.2568
S: 1.4300 -0.7122 0.6016
H: 0.2046 0.3780 -1.5004
H: -0.0960 -1.3588 -1.6012
H: -1.5578 -0.1477 -1.3031
H: 1.2809 -1.0533 2.0176


No. 4
C3H5Br4N as an isolated structure at a distorted geometry. Source: OMol25; level of theory: ωB97M-V with the def2-TZVPD basis set.

## Properties
HOMO level (alpha / beta): -9.6 / -8.8 eV
E: -284848.3487 eV
Gap between HOMO and LUMO (alpha / beta): 0.3025 / 0.2492 Ha

CARTESIAN COORDINATES (ANGSTROEM)
C: 1.7007 0.8464 0.2894
C: 0.8161 -0.2696 -0.2636
C: -2.4818 0.6491 -0.1270
N: 1.2177 -1.4684 -0.3567
Br: -1.7628 0.4932 1.6286
Br: -3.6214 -0.7912 -0.7190
Br: -3.0572 2.3143 -0.8110
Br: -0.6356 -3.4217 -0.0297
H: 1.2484 1.3933 1.1664
H: 2.7371 0.4903 0.4658
H: 1.7931 1.5915 -0.5456
H: -0.1718 -0.1770 -0.7560
H: 2.2174 -1.6503 0.0583


No. 5
C3H9N3O as an isolated structure at a distorted geometry. Source: OMol25; level of theory: ωB97M-V with the def2-TZVPD basis set.

## Properties
HOMO level: -8.4 eV
E: -9769.0605 eV
Gap between HOMO and LUMO: 0.3257 Ha
Energy above the lowest of the compared OMol25 structures with the same formula, charge and spin: 625.09 kJ/mol

CARTESIAN COORDINATES (ANGSTROEM)
C: 0.6773 0.1371 -1.5085
C: 1.3777 -0.6680 1.3523
N: 0.3491 -0.9359 0.5542
H: 1.6296 0.6353 -1.3279
H: 0.7720 -0.9269 -1.7097
H: 0.2362 0.4344 -2.4646
H: 2.3229 -1.1312 1.0644
H: 1.4811 0.2826 1.8883
N: -0.7622 -0.1414 0.8791
N: -1.9887 -0.7522 0.5235
C: -0.3704 1.3434 -0.3822
O: 0.2338 2.2123 0.2109
H: -0.6840 0.3809 1.7629
H: -2.1333 -0.6105 -0.4742
H: -1.8568 -1.7610 0.6001
H: -1.2845 1.5011 -0.9685


No. 6
C47H52BBrCl3LaN9O3Si2 as an isolated structure at a distorted geometry. Source: OMol25; level of theory: ωB97M-V with the def2-TZVPD basis set.

## Properties
Spin multiplicity: 2
HOMO level (alpha / beta): -2.5 / -2.4 eV
E: -194048.0560 eV
Gap between HOMO and LUMO (alpha / beta): 0.2362 / 0.1917 Ha
Total charge: -2

CARTESIAN COORDINATES (ANGSTROEM)
La: 0.3126 0.4348 0.1409
C: -0.5651 2.7113 -2.7966
C: -1.6645 2.6523 -1.7926
C: -2.6657 3.6099 -1.5810
C: -3.4308 3.0970 -0.5592
N: -2.9152 1.9104 -0.2016
N: -1.8289 1.6341 -0.9516
B: -3.5988 0.8184 0.6271
N: -2.8020 0.2336 1.8073
C: -3.2347 0.2402 3.0794
C: -2.4891 -0.6666 3.7928
C: -1.5849 -1.1901 2.8604
C: -0.6296 -2.3071 3.1038
N: -1.7728 -0.6212 1.6714
N: -3.9218 -0.3252 -0.3544
C: -4.8605 -0.2917 -1.3206
C: -4.8101 -1.4837 -2.0048
C: -3.7738 -2.1960 -1.3791
C: -3.2572 -3.5520 -1.7095
N: -3.2603 -1.4800 -0.3941
N: -4.9342 1.3192 1.2064
C: -5.9836 0.5346 1.5303
C: -6.8352 1.2627 2.3283
C: -6.2056 2.5125 2.4553
C: -6.6383 3.6886 3.2614
N: -5.0762 2.5214 1.7708
H: -0.8547 3.3380 -3.6413
H: 0.3327 3.1307 -2.3419
H: -0.3210 1.7145 -3.1587
H: -2.8005 4.5373 -2.1039
H: -4.2757 3.5093 -0.0479
H: -4.0124 0.8929 3.4222
H: -2.5740 -0.9122 4.8339
H: -0.5862 -2.5301 4.1689
H: -0.9732 -3.1988 2.5781
H: 0.3689 -2.0731 2.7470
H: -5.4957 0.5629 -1.4398
H: -5.4170 -1.7985 -2.8307
H: -4.0430 -4.3015 -1.5981
H: -2.9082 -3.5763 -2.7410
H: -2.4321 -3.7947 -1.0460
H: -6.0534 -0.4779 1.1833
H: -7.7689 0.9499 2.7576
H: -7.7248 3.7606 3.2875
H: -6.2749 3.5880 4.2852
H: -6.2125 4.5937 2.8378
C: 0.6696 -3.7764 -0.3978
Si: 1.7134 -2.1736 0.0072
C: 3.2080 -2.4110 -1.2059
C: 2.6204 -2.5453 1.6822
C: 3.1060 -3.8232 1.9320
C: 3.8465 -4.1099 3.0638
C: 4.1127 -3.1035 3.9758
C: 3.6210 -1.8327 3.7466
C: 2.8759 -1.5367 2.6121
Si: 2.2218 0.2838 2.4461
C: 3.7765 1.4223 2.3582
C: 1.4866 0.6514 4.2192
H: 1.3049 -4.6570 -0.4853
H: 0.1442 -3.6613 -1.3426
H: -0.0737 -3.9795 0.3679
H: 3.8751 -3.2059 -0.8707
H: 3.7930 -1.4989 -1.2635
H: 2.8709 -2.6499 -2.2130
H: 2.9055 -4.6135 1.2222
H: 4.2249 -5.1112 3.2306
H: 4.7044 -3.3087 4.8591
H: 3.8241 -1.0464 4.4594
H: 4.6650 0.8897 2.6915
H: 3.6531 2.3134 2.9711
H: 3.9464 1.7469 1.3355
H: 2.2000 1.2048 4.8276
H: 1.2259 -0.2652 4.7407
H: 0.5895 1.2571 4.1485
Cl: 0.6928 -2.5948 -7.2218
C: 0.9942 -1.7950 -5.7086
C: -0.0188 -1.7131 -4.7647
C: 0.2475 -1.0869 -3.5690
Cl: -0.9636 -0.9995 -2.3216
C: 1.5018 -0.4785 -3.2361
O: 1.6854 0.1146 -2.1430
C: 2.4903 -0.6410 -4.2559
Cl: 4.0804 -0.0475 -3.9302
C: 2.2509 -1.2686 -5.4575
H: -0.9930 -2.1359 -4.9598
H: 3.0388 -1.3425 -6.1902
Br: -0.5925 2.5848 2.0361
C: 2.5854 4.9927 6.5586
C: 3.1260 5.1383 5.1638
C: 4.4886 5.3266 4.9678
C: 4.9972 5.4622 3.6872
C: 4.1564 5.3740 2.5982
C: 2.7900 5.1373 2.7750
N: 1.9778 4.9507 1.6778
C: 2.3310 5.4001 0.4074
C: 2.5280 6.7698 0.2218
C: 2.7869 7.2852 -1.0325
C: 2.8448 6.4396 -2.1285
C: 2.7151 5.0727 -1.9436
C: 2.4785 4.5374 -0.6872
C: 2.4846 3.0159 -0.5011
O: 3.5782 2.4527 -0.5498
O: 1.3640 2.4845 -0.2943
C: 2.2609 5.0696 4.0762
C: 0.7905 4.9105 4.2887
H: 3.3946 4.9088 7.2824
H: 1.9616 4.1024 6.6278
H: 1.9725 5.8537 6.8329
H: 5.1491 5.3394 5.8258
H: 6.0601 5.6088 3.5447
H: 4.5536 5.4163 1.5936
H: 1.3128 4.1834 1.7224
H: 2.4632 7.4203 1.0847
H: 2.9269 8.3525 -1.1529
H: 3.0058 6.8445 -3.1189
H: 2.8183 4.4008 -2.7849
H: 0.2311 5.1867 3.4020
H: 0.4636 5.5225 5.1259
H: 0.5333 3.8750 4.4946